1.
# C51H116N4O5PS

A cluster of 6 separate species, C51H116N4O5PS in total in a non-equilibrium geometry (ωB97M-V with the def2-TZVPD basis set, the OMol25 dataset).

Geometry as XYZ:
```
178
Properties=species:S:1:pos:R:3
S 0.268 -0.892 0.999
O 1.124 -2.051 0.689
O -0.459 -0.498 -0.187
O -0.737 -1.291 2.036
O 1.032 0.278 1.473
C -8.759 -0.249 -1.226
C -7.668 0.711 -1.759
C -6.274 0.239 -1.196
C -5.175 1.327 -1.159
P -4.529 2.201 -2.663
C -4.068 0.901 -3.897
C -5.052 0.363 -4.948
C -5.484 1.412 -6.074
C -6.497 0.808 -7.076
C -5.817 3.242 -3.247
C -6.362 4.252 -2.189
C -7.284 5.261 -2.768
C -7.672 6.534 -1.862
C -3.136 3.292 -2.258
C -2.584 4.121 -3.436
C -1.833 5.394 -2.867
C -1.223 6.164 -4.061
H -8.762 -1.264 -1.625
H -9.737 0.200 -1.398
H -8.652 -0.418 -0.154
H -7.871 1.740 -1.459
H -7.725 0.722 -2.847
H -5.951 -0.599 -1.814
H -6.354 -0.160 -0.185
H -4.244 0.837 -0.872
H -5.280 2.096 -0.394
H -3.539 0.093 -3.394
H -3.255 1.343 -4.472
H -6.007 0.078 -4.506
H -4.691 -0.575 -5.369
H -4.556 1.694 -6.570
H -6.075 2.214 -5.630
H -5.943 0.066 -7.651
H -6.864 1.571 -7.763
H -7.398 0.370 -6.646
H -6.590 2.525 -3.523
H -5.632 3.698 -4.220
H -5.534 4.788 -1.725
H -6.850 3.743 -1.358
H -8.256 4.843 -3.030
H -6.850 5.614 -3.703
H -8.461 7.163 -2.274
H -6.784 7.146 -1.703
H -7.947 6.219 -0.855
H -2.300 2.737 -1.834
H -3.541 3.929 -1.472
H -3.420 4.419 -4.069
H -1.856 3.559 -4.020
H -1.056 5.135 -2.148
H -2.491 6.177 -2.489
H -0.446 5.588 -4.563
H -0.750 7.101 -3.770
H -1.913 6.225 -4.903
C 4.105 -2.139 5.561
C 4.320 -2.046 4.044
N 5.704 -1.369 3.743
C 5.780 0.156 4.025
C 6.928 -1.993 4.429
C 6.997 -3.535 4.382
C 5.918 -1.521 2.182
C 7.379 -1.608 1.656
O 8.109 -0.436 1.910
C 8.429 0.331 0.822
H 3.044 -2.080 5.803
H 4.635 -1.363 6.112
H 4.482 -3.082 5.957
H 3.583 -1.361 3.622
H 4.234 -2.999 3.522
H 4.988 0.560 3.395
H 6.775 0.427 3.670
H 5.592 0.366 5.078
H 6.949 -1.737 5.488
H 7.848 -1.506 4.105
H 7.765 -4.093 4.918
H 6.855 -3.863 3.353
H 6.122 -4.007 4.829
H 5.278 -0.791 1.686
H 5.428 -2.417 1.800
H 7.382 -1.814 0.586
H 7.868 -2.496 2.056
H 9.107 1.134 1.113
H 7.681 0.610 0.079
H 9.117 -0.360 0.335
C 3.969 6.970 2.896
C 2.475 6.591 2.620
C 1.764 5.727 3.720
C 0.413 5.089 3.264
N -0.215 4.196 4.381
C -0.833 4.968 5.612
C -0.581 4.136 6.856
C 0.724 3.442 6.593
C 0.702 3.163 5.050
C -1.316 3.332 3.714
H 4.528 7.387 2.058
H 4.506 6.050 3.131
H 4.124 7.615 3.761
H 2.483 5.976 1.720
H 1.971 7.501 2.297
H 1.567 6.356 4.588
H 2.386 4.866 3.967
H 0.654 4.350 2.500
H -0.366 5.792 2.969
H -1.778 5.402 5.285
H -0.167 5.829 5.656
H -1.382 3.407 6.979
H -0.675 4.729 7.766
H 0.685 2.486 7.115
H 1.610 4.013 6.870
H 0.463 2.153 4.719
H 1.775 3.213 4.862
H -0.867 2.894 2.823
H -2.007 4.097 3.360
H -1.708 2.596 4.416
C 2.610 -8.079 0.765
C 1.770 -7.209 1.739
C 0.302 -7.632 1.606
C -0.666 -6.570 2.240
N -2.015 -6.353 1.467
C -2.994 -5.294 2.015
C -4.432 -6.045 2.282
C -3.994 -7.456 2.540
C -2.924 -7.664 1.476
C -1.654 -5.932 0.068
H 3.622 -7.967 1.154
H 2.435 -7.782 -0.269
H 2.253 -9.104 0.870
H 1.825 -6.129 1.605
H 2.127 -7.315 2.763
H 0.193 -8.477 2.286
H -0.057 -8.141 0.711
H -0.219 -5.580 2.330
H -0.851 -6.931 3.252
H -3.063 -4.466 1.309
H -2.530 -4.941 2.936
H -4.945 -6.110 1.323
H -5.045 -5.498 2.999
H -4.871 -8.080 2.370
H -3.740 -7.631 3.586
H -3.248 -7.753 0.439
H -2.322 -8.557 1.643
H -1.171 -6.693 -0.545
H -1.005 -5.056 0.080
H -2.549 -5.552 -0.424
C 4.155 1.813 -1.762
C 4.038 1.882 -3.247
C 4.071 0.543 -3.933
C 2.898 -0.403 -3.539
N 2.919 -1.860 -4.168
C 3.805 -2.770 -3.260
C 4.116 -4.043 -4.178
C 4.094 -3.568 -5.600
C 3.581 -2.052 -5.607
C 1.487 -2.325 -4.220
H 4.804 0.975 -1.506
H 3.178 1.700 -1.292
H 4.490 2.765 -1.351
H 4.927 2.404 -3.599
H 3.178 2.422 -3.643
H 4.996 -0.002 -3.741
H 4.077 0.579 -5.022
H 2.034 0.154 -3.903
H 2.853 -0.450 -2.451
H 3.283 -3.184 -2.397
H 4.703 -2.266 -2.904
H 3.450 -4.864 -3.912
H 5.092 -4.472 -3.950
H 3.367 -4.190 -6.123
H 5.010 -3.753 -6.160
H 2.981 -1.730 -6.458
H 4.445 -1.387 -5.592
H 1.165 -2.246 -3.182
H 1.500 -3.324 -4.657
H 0.922 -1.788 -4.982
```

The value obtained for the gap between HOMO and LUMO is 0.20305 Eh. Its energy above the lowest of the compared OMol25 structures with the same formula, charge and spin is 170.6 kcal/mol. Its total charge is +3.

Atomic partial charges in e from the Löwdin method, atoms 1 to 8: S 0.052; O -0.511; O -0.490; O -0.509; O -0.507; C -0.100; C -0.240; C -0.197

2.
# C24H31ClN3S2SbW

A structure of composition C24H31ClN3S2SbW (ωB97M-V with the def2-TZVPD basis set, the OMol25 dataset).

Geometry as XYZ:
```
63
Properties=species:S:1:pos:R:3
W 0.286 -1.363 -0.508
S 0.746 -2.088 1.645
C 2.405 -1.931 2.026
C 2.905 -2.304 3.281
C 4.252 -2.142 3.526
C 5.104 -1.628 2.539
C 4.620 -1.265 1.298
C 3.255 -1.416 1.042
S 2.595 -0.991 -0.491
H 2.248 -2.712 4.038
H 4.657 -2.423 4.489
H 6.159 -1.516 2.750
H 5.282 -0.875 0.536
N -5.025 -4.800 1.302
C -4.192 -4.010 1.236
N -3.240 -3.091 1.186
C -2.391 -2.516 0.583
N -1.514 -1.875 0.023
Cl 0.513 -3.712 -1.693
C -0.756 -2.993 -2.666
C -1.849 -3.743 -3.035
C -2.863 -3.086 -3.719
C -2.767 -1.721 -4.004
C -1.662 -1.001 -3.605
C -0.603 -1.629 -2.929
C 0.668 -0.908 -2.566
H -1.912 -4.796 -2.797
H -3.734 -3.646 -4.035
H -3.559 -1.230 -4.554
H -1.578 0.050 -3.848
H 0.663 0.125 -2.896
H 1.559 -1.397 -2.958
C -3.144 1.152 0.942
C -2.138 1.855 0.037
C -2.491 1.686 -1.436
Sb -0.117 1.223 0.340
C 1.076 2.744 -0.602
C 0.319 4.070 -0.525
C 1.529 2.433 -2.021
C 0.401 1.417 2.408
C 1.916 1.545 2.550
C -0.317 2.597 3.057
H -4.149 1.510 0.707
H -2.975 1.340 2.000
H -3.148 0.073 0.785
H -2.086 2.918 0.280
H -2.490 0.634 -1.724
H -1.815 2.230 -2.099
H -3.500 2.066 -1.618
H 1.948 2.779 0.052
H -0.545 4.083 -1.192
H 0.985 4.875 -0.846
H -0.021 4.320 0.482
H 0.681 2.372 -2.709
H 2.107 1.514 -2.090
H 2.167 3.244 -2.379
H 0.062 0.473 2.837
H 2.263 2.530 2.238
H 2.476 0.795 1.990
H 2.186 1.436 3.604
H -0.036 3.545 2.595
H -0.017 2.660 4.107
H -1.400 2.513 3.036
```

The value obtained for the gap between HOMO and LUMO (alpha / beta) is 0.23267 / 0.23273 Eh. Its energy above the lowest of the compared OMol25 structures with the same formula, charge and spin is 1.8 kcal/mol. Its total charge is +2.

Atomic partial charges in e from the natural (NBO) method, atoms 1 to 8: W 0.687; S 0.365; C -0.167; C -0.204; C -0.162; C -0.142; C -0.186; C -0.258

Number 1: E -3346.4628 hartree. Number 2: E -2660.6851 hartree.